This record from the OMol25 dataset describes a structure of composition C24H32BaClN2O10 in a non-equilibrium geometry. The level of theory is ωB97M-V with the def2-TZVPD basis set.

Results
highest occupied orbital energy: -11.785 eV
energy relative to the best compared isomer or geometry (same formula, charge and spin): 16.5 kcal per mole
maximum force: 4.18 eV/A
Kohn-Sham gap: 9.555 eV
net charge: +1

Each line ends with the Mulliken charge.
Positions of all 70 atoms, in Å:
Ba 0.00 0.36 0.13  1.528
Cl -4.23 -1.27 -4.18  -0.205
O -4.04 -6.00 5.07  -0.599
O 1.79 -1.46 0.28  0.085
O -1.22 -1.70 0.00  -0.608
O 1.25 -0.50 -2.26  -0.149
O -0.30 2.40 1.83  -0.112
O -0.91 -0.73 1.96  -1.129
O 0.33 3.00 -0.80  0.423
O 1.89 0.74 1.87  0.004
O 2.90 1.65 -1.20  -0.059
O -3.89 -7.16 3.26  -0.600
N -2.18 1.16 -1.82  0.126
N -3.71 -6.15 3.91  1.006
C -1.96 -2.86 1.94  0.245
C -2.21 -4.03 1.24  -0.431
C -3.11 -5.00 3.22  -0.040
C -0.71 3.62 1.22  -0.847
C -3.54 0.16 -3.51  -0.006
C -3.21 2.52 -3.50  -0.903
C -2.74 0.08 -2.38  -0.346
C 0.25 4.06 0.13  -0.645
C 3.07 -0.04 1.71  -0.440
C -2.89 -3.83 3.93  -0.522
C 2.06 2.05 2.35  -0.340
C 1.39 -1.89 -2.01  -0.840
C 3.37 0.77 -2.21  -0.659
C 2.27 0.11 -3.04  -0.716
C -1.32 -1.68 1.25  0.802
C -2.42 2.35 -2.38  -0.298
C -2.30 -2.76 3.29  -0.247
C 2.31 -2.18 -0.83  -0.676
C 0.69 2.49 2.85  -0.807
C 2.59 -1.45 1.46  -0.941
C -2.78 -5.11 1.88  -0.547
C 2.64 2.99 -1.60  -0.711
C -3.78 1.40 -4.09  -0.240
C 1.17 3.24 -1.92  -0.701
H -0.82 4.41 1.97  0.443
H -2.10 -1.84 3.81  0.503
H 3.68 -0.01 2.62  0.506
H 1.94 -1.75 2.29  0.204
H 2.30 -3.26 -0.63  0.446
H 3.42 -2.15 1.38  0.501
H -1.96 3.20 -1.90  0.381
H 4.04 1.30 -2.90  0.426
H -3.37 3.50 -3.91  0.425
H 0.39 -2.24 -1.75  0.165
H 1.78 0.86 -3.66  0.379
H -0.14 4.97 -0.35  0.436
H 3.96 0.02 -1.69  0.260
H -4.41 1.48 -4.97  0.457
H 3.66 0.33 0.87  0.076
H 3.34 -1.87 -1.04  0.421
H 0.73 3.50 3.28  0.465
H 1.23 4.30 0.56  0.353
H -2.55 -0.87 -1.91  0.513
H 0.83 2.56 -2.70  0.212
H 2.44 2.71 1.56  -0.018
H -1.95 -4.08 0.19  0.467
H 3.26 3.27 -2.46  0.451
H 2.74 -0.62 -3.71  0.434
H -3.17 -3.78 4.97  0.493
H -1.68 3.41 0.77  0.233
H 2.93 3.62 -0.75  0.337
H -2.99 -6.04 1.37  0.487
H 1.75 -2.42 -2.90  0.490
H 0.39 1.78 3.62  0.296
H 2.77 2.08 3.19  0.485
H 1.06 4.27 -2.28  0.414